No. 1
Density functional theory data (wB97M-V/def2-TZVPD) for a cluster of 11 separate species, C34H49N5O25S6 in total.

**Gap between HOMO and LUMO (spin up / spin down)**: 6.46 / 2.26 eV
**Multiplicity**: 2
**Charge**: +1

Last column: Löwdin spin population.
Atoms and positions in Å:
O1 33.58 10.01 0.00  0.00
C1 34.20 9.37 0.83  0.00
N1 34.96 10.17 1.55  0.00
C2 34.12 7.84 0.93  0.00
H1 35.78 9.90 2.08  0.00
H2 34.56 11.09 1.55  0.00
H3 34.32 7.37 1.89  0.00
H4 34.92 7.38 0.36  0.00
H5 33.19 7.41 0.56  0.00
N2 30.22 0.07 -5.43  0.00
C3 30.35 -1.04 -4.58  0.00
C4 30.30 -0.98 -3.23  0.00
C5 30.04 0.31 -2.72  0.00
C6 29.88 1.45 -3.58  0.00
C7 30.02 1.33 -4.92  0.00
H6 30.76 -1.98 -4.91  0.00
H7 30.51 -1.70 -2.45  0.00
H8 29.79 0.46 -1.68  0.00
H9 29.69 2.36 -3.03  0.00
H10 29.91 2.11 -5.67  0.00
N3 30.62 2.46 5.02  0.37
C8 30.68 2.07 6.31  0.12
C9 29.61 1.33 6.88  0.20
C10 28.52 0.93 6.05  -0.01
C11 28.53 1.22 4.66  0.12
C12 29.59 2.00 4.26  0.15
H11 31.55 2.30 6.92  0.01
H12 29.49 0.84 7.83  0.01
H13 27.66 0.42 6.45  0.00
H14 27.74 0.91 4.00  0.00
H15 29.57 2.46 3.28  0.01
N4 29.02 4.70 1.32  0.00
C13 30.17 4.93 2.01  0.00
C14 31.41 5.20 1.38  0.00
C15 31.49 5.12 0.05  0.00
C16 30.31 4.77 -0.67  0.00
C17 29.13 4.61 -0.02  0.00
H16 30.12 5.02 3.09  0.00
H17 32.22 5.42 2.06  0.00
H18 32.37 5.26 -0.57  0.00
H19 30.38 4.46 -1.70  0.00
H20 28.23 4.28 -0.51  0.00
N5 24.83 0.36 -0.96  0.00
C18 24.96 0.38 0.39  0.00
C19 26.02 0.87 1.03  0.00
C20 27.03 1.35 0.27  0.00
C21 26.85 1.50 -1.10  0.00
C22 25.78 0.95 -1.68  0.00
H21 24.19 -0.11 0.97  0.00
H22 26.13 0.93 2.10  0.00
H23 27.82 1.80 0.85  0.00
H24 27.45 2.15 -1.71  0.00
H25 25.65 1.24 -2.71  0.00
C23 33.32 7.24 -5.02  0.00
C24 32.93 6.78 -3.69  0.00
O2 31.83 5.92 -3.88  0.00
S1 32.27 4.90 -5.12  0.00
O3 31.17 4.41 -5.90  0.00
O4 33.20 3.90 -4.55  0.00
O5 33.08 6.13 -5.88  0.00
H26 34.37 7.54 -5.10  0.00
H27 32.88 8.14 -5.45  0.00
H28 32.62 7.68 -3.17  0.00
H29 33.55 6.18 -3.02  0.00
C25 31.76 8.87 3.12  0.00
C26 30.33 8.53 3.42  0.00
O6 30.38 7.20 3.88  0.00
S2 31.76 7.04 4.98  0.00
O7 32.27 5.65 4.86  0.00
O8 31.60 7.67 6.28  0.00
O9 32.54 8.07 4.02  0.00
H30 31.88 9.94 3.28  0.00
H31 31.87 8.65 2.06  0.00
H32 29.70 8.60 2.54  0.00
H33 29.90 9.23 4.14  0.00
C27 22.54 6.07 -0.67  0.00
C28 22.90 4.74 -1.42  0.00
O10 23.25 3.86 -0.31  0.00
S3 24.19 4.66 0.88  0.00
O11 25.61 4.86 0.55  0.00
O12 23.76 3.99 2.11  0.00
O13 23.31 6.09 0.58  0.00
H34 21.50 6.20 -0.36  0.00
H35 22.68 7.00 -1.22  0.00
H36 23.75 4.84 -2.09  0.00
H37 21.96 4.42 -1.87  0.00
C29 28.53 7.16 -2.53  0.00
C30 29.40 8.31 -2.05  0.00
O14 29.02 9.34 -2.81  0.00
S4 28.89 8.82 -4.39  0.00
O15 30.14 8.91 -5.16  0.00
O16 27.76 9.49 -5.04  0.00
O17 28.42 7.29 -3.95  0.00
H38 27.53 7.39 -2.18  0.00
H39 28.86 6.13 -2.39  0.00
H40 30.46 8.18 -2.26  0.00
H41 29.18 8.43 -0.99  0.00
C31 26.59 4.28 5.27  0.00
C32 26.82 5.01 4.01  0.00
O18 27.55 6.19 4.29  0.00
S5 27.54 6.58 5.89  0.00
O19 27.11 7.96 6.08  0.00
O20 28.74 6.03 6.59  0.00
O21 26.42 5.41 6.16  0.00
H42 27.38 3.67 5.71  0.00
H43 25.65 3.74 5.27  0.00
H44 25.84 5.28 3.62  0.00
H45 27.21 4.45 3.16  0.00
C33 35.18 1.41 -2.16  0.00
C34 34.36 0.24 -1.66  0.00
O22 34.11 0.52 -0.33  0.00
S6 33.80 2.16 -0.25  0.00
O23 34.32 2.78 1.00  0.00
O24 32.40 2.40 -0.64  0.00
O25 34.70 2.57 -1.60  0.00
H46 35.03 1.55 -3.23  0.00
H47 36.25 1.41 -1.95  0.00
H48 34.94 -0.69 -1.65  0.00
H49 33.44 0.06 -2.21  0.00


No. 2
Density functional theory data (wB97M-V/def2-TZVPD) for a structure of composition C34H49N9OPSiY.

**Energy above the lowest of the compared OMol25 structures with the same formula, charge and spin**: 0.0 kcal/mol
**Gap between HOMO and LUMO**: 8.41 eV
**Charge**: +2

Last column: Mulliken charge in e.
Atoms and positions in Å:
Y1 -1.16 -0.51 -1.14  -0.63
C1 0.87 -2.65 3.66  -0.72
N1 -0.14 -2.02 2.82  0.42
C2 -1.21 -1.32 3.29  -0.75
C3 -1.95 -0.98 2.19  -0.68
N2 -1.36 -1.46 1.07  0.14
C4 -0.25 -2.09 1.47  0.32
P1 0.92 -3.08 0.48  -0.24
C5 1.74 -1.92 -0.68  -0.01
N3 1.17 -1.08 -1.53  0.36
C6 2.17 -0.54 -2.28  -0.61
C7 3.36 -1.07 -1.90  -0.95
N4 3.08 -1.95 -0.89  0.51
C8 4.07 -2.80 -0.24  -1.07
C9 -0.26 -3.76 -0.74  -0.43
N5 -1.06 -3.06 -1.54  0.76
C10 -1.66 -3.98 -2.36  -0.51
C11 -1.22 -5.23 -2.05  -1.03
N6 -0.34 -5.08 -1.02  0.11
C12 0.39 -6.16 -0.36  -0.78
H1 0.89 -2.13 4.62  0.35
H2 1.85 -2.56 3.19  0.23
H3 0.64 -3.70 3.82  0.33
H4 -1.35 -1.12 4.33  0.48
H5 -2.86 -0.40 2.16  0.58
H6 1.98 0.21 -3.04  0.53
H7 4.36 -0.91 -2.24  0.49
H8 5.01 -2.26 -0.19  0.41
H9 4.20 -3.72 -0.81  0.33
H10 3.75 -3.03 0.77  0.39
H11 -2.35 -3.71 -3.14  0.53
H12 -1.46 -6.19 -2.46  0.45
H13 0.08 -7.10 -0.81  0.32
H14 0.15 -6.19 0.70  0.33
H15 1.46 -6.04 -0.49  0.31
C13 -3.30 -0.81 -3.79  -0.66
C14 -3.99 -1.34 -2.54  -0.92
N7 -3.71 -0.52 -1.33  -0.21
C15 -4.32 0.84 -1.39  -1.27
C16 -3.28 1.91 -1.10  0.81
N8 -2.06 1.69 -1.89  0.32
C17 -2.17 1.95 -3.33  -0.92
C18 -1.48 0.84 -4.12  -0.75
N9 -1.86 -0.50 -3.60  -0.21
H16 -3.43 -1.55 -4.58  0.56
H17 -3.81 0.08 -4.14  0.30
H18 -5.07 -1.39 -2.74  0.45
H19 -3.67 -2.35 -2.31  0.43
H20 -4.11 -1.02 -0.54  0.35
H21 -4.77 0.98 -2.37  0.28
H22 -5.13 0.92 -0.67  0.62
H23 -3.72 2.90 -1.28  0.64
H24 -2.99 1.88 -0.05  -0.80
H25 -1.30 2.22 -1.47  -0.85
H26 -3.22 2.02 -3.61  0.52
H27 -1.73 2.91 -3.60  0.47
H28 -1.72 0.94 -5.18  0.51
H29 -0.40 0.93 -4.02  0.20
H30 -1.31 -1.19 -4.10  0.33
C19 1.35 3.44 -1.49  -1.32
C20 1.02 3.61 0.00  2.12
C21 -0.28 4.41 0.13  -1.69
C22 2.13 4.42 0.69  -1.73
Si1 0.79 1.93 0.86  -3.12
O1 -0.24 1.00 0.00  4.07
C23 0.02 2.20 2.56  0.85
C24 0.77 2.34 3.73  -0.15
C25 0.16 2.57 4.96  -0.78
C26 -1.22 2.67 5.04  -0.74
C27 -1.98 2.56 3.89  -0.64
C28 -1.36 2.33 2.67  -0.23
C29 2.43 1.02 1.16  0.98
C30 3.62 1.25 0.46  -0.24
C31 4.81 0.62 0.80  -0.93
C32 4.84 -0.27 1.86  -0.93
C33 3.67 -0.55 2.56  -1.37
C34 2.49 0.09 2.21  -0.28
H31 1.38 4.42 -1.98  0.55
H32 0.59 2.84 -2.01  -0.17
H33 2.31 2.96 -1.66  0.21
H34 -0.18 5.37 -0.39  0.59
H35 -0.52 4.62 1.17  0.38
H36 -1.14 3.90 -0.31  0.10
H37 2.21 5.41 0.24  0.53
H38 3.10 3.94 0.62  0.31
H39 1.91 4.57 1.75  0.35
H40 1.85 2.27 3.69  0.46
H41 0.77 2.67 5.85  0.48
H42 -1.69 2.86 5.99  0.43
H43 -3.06 2.67 3.94  0.45
H44 -1.97 2.25 1.78  0.31
H45 3.64 1.96 -0.35  0.24
H46 5.72 0.86 0.26  0.48
H47 5.77 -0.74 2.15  0.49
H48 3.70 -1.22 3.41  0.54
H49 1.60 -0.08 2.80  0.99


No. 3
Density functional theory data (wB97M-V/def2-TZVPD) for a structure of composition C34H50BaN11O4PSSi.

**Energy above the lowest of the compared OMol25 structures with the same formula, charge and spin**: 19.5 kcal/mol
**Gap between HOMO and LUMO**: 7.05 eV
**Charge**: 0

Last column: Mulliken charge in e.
Atoms and positions in Å:
Ba1 -0.27 -0.66 0.92  1.47
N1 1.74 1.52 0.97  -0.11
C1 1.73 2.73 0.15  0.78
C2 2.51 2.51 -1.14  -1.25
N2 2.18 1.30 -1.89  1.26
C3 1.19 1.44 -2.96  -1.71
C4 -0.23 1.78 -2.54  0.29
N3 -0.80 0.71 -1.71  0.34
H1 1.34 1.71 1.89  0.28
H2 2.69 1.17 1.11  0.07
H3 2.17 3.60 0.66  0.57
H4 0.69 2.98 -0.06  -1.10
H5 3.57 2.47 -0.88  0.18
H6 2.37 3.38 -1.79  0.38
H7 1.90 0.57 -1.24  -0.22
H8 1.18 0.50 -3.52  0.23
H9 1.54 2.22 -3.64  0.47
H10 -0.82 1.96 -3.45  0.63
H11 -0.24 2.70 -1.96  -0.69
H12 -0.84 -0.16 -2.23  0.09
H13 -1.76 0.95 -1.47  -0.18
O1 -1.81 0.20 4.68  -0.84
S1 -1.74 0.89 3.41  1.06
O2 -0.42 1.40 3.04  -0.79
O3 -2.29 0.09 2.30  -0.38
C5 -2.78 2.33 3.53  0.20
C6 -3.40 2.57 4.75  -0.57
C7 -4.20 3.69 4.90  -0.68
C8 -4.37 4.57 3.84  -0.80
C9 -3.75 4.32 2.63  -0.17
C10 -2.94 3.21 2.45  -0.51
P1 -2.13 2.90 0.81  2.26
C11 -1.32 4.51 0.54  -0.19
C12 -0.75 5.19 1.62  -0.82
C13 0.06 6.29 1.41  -0.75
C14 0.30 6.75 0.12  -0.61
C15 -0.26 6.08 -0.96  -0.82
C16 -1.06 4.97 -0.75  -0.10
C17 -3.60 2.94 -0.28  0.60
C18 -4.21 4.09 -0.79  -0.31
C19 -5.36 3.99 -1.56  -0.79
C20 -5.92 2.75 -1.83  -0.77
C21 -5.32 1.60 -1.33  -0.55
C22 -4.16 1.69 -0.57  -0.26
H14 -3.25 1.87 5.56  0.60
H15 -4.69 3.88 5.84  0.39
H16 -5.00 5.44 3.95  0.43
H17 -3.89 5.02 1.80  0.30
H18 -0.92 4.83 2.62  0.46
H19 0.50 6.80 2.25  0.43
H20 0.93 7.62 -0.04  0.40
H21 -0.08 6.43 -1.97  0.43
H22 -1.49 4.46 -1.61  0.48
H23 -3.79 5.07 -0.59  0.32
H24 -5.82 4.89 -1.95  0.41
H25 -6.81 2.67 -2.43  0.40
H26 -5.75 0.62 -1.53  0.44
H27 -3.69 0.79 -0.18  0.01
C23 2.28 -2.23 -2.23  -1.10
C24 0.85 -2.69 -2.38  0.27
C25 0.48 -3.49 -3.44  -0.80
C26 -0.86 -3.88 -3.53  -0.88
C27 -1.75 -3.48 -2.57  -0.40
C28 -1.32 -2.67 -1.47  0.12
N4 -0.01 -2.28 -1.43  0.47
N5 -2.12 -2.22 -0.49  0.41
Si1 -3.71 -2.80 -0.24  -0.14
C29 -3.76 -4.67 0.02  -1.13
C30 -4.46 -2.05 1.31  -0.59
C31 -4.90 -2.38 -1.66  -1.10
H28 2.97 -2.98 -2.63  0.55
H29 2.52 -2.03 -1.19  0.10
H30 2.44 -1.31 -2.79  -0.02
H31 1.21 -3.80 -4.18  0.45
H32 -1.19 -4.50 -4.35  0.40
H33 -2.78 -3.79 -2.63  0.25
H34 -3.11 -4.94 0.86  0.23
H35 -3.43 -5.24 -0.85  0.34
H36 -4.77 -5.00 0.27  0.36
H37 -4.27 -2.70 2.17  0.30
H38 -5.54 -1.96 1.20  0.41
H39 -4.06 -1.07 1.55  -0.24
H40 -4.73 -2.98 -2.55  0.42
H41 -4.78 -1.33 -1.95  0.16
H42 -5.94 -2.53 -1.35  0.39
N6 4.71 0.64 -2.98  -0.24
C32 5.84 0.44 -2.29  0.52
N7 7.02 0.72 -2.91  -0.41
N8 5.93 0.00 -1.05  -0.79
C33 4.83 -0.29 -0.38  0.73
N9 3.91 -0.55 0.26  -0.55
H43 4.78 1.12 -3.86  0.27
H44 3.77 0.65 -2.52  0.08
H45 7.04 0.75 -3.92  0.22
H46 7.84 0.38 -2.45  0.28
N10 -1.67 -3.03 3.73  -0.16
C34 -0.38 -3.28 3.38  0.48
N11 0.21 -4.38 3.93  -0.46
O4 0.26 -2.55 2.62  -0.55
H47 -2.05 -3.48 4.54  0.23
H48 -2.00 -2.09 3.56  -0.05
H49 -0.36 -5.11 4.34  0.18
H50 1.08 -4.66 3.52  0.27


No. 4
Density functional theory data (wB97M-V/def2-TZVPD) for a structure of composition C34H50Cl3GaN4O7PSSi4.

**Energy above the lowest of the compared OMol25 structures with the same formula, charge and spin**: 39.5 kcal/mol
**Gap between HOMO and LUMO (spin up / spin down)**: 4.53 / 5.35 eV
**Charge**: -1

Last column: Mulliken charge in e.
Atoms and positions in Å:
Ga1 -19.21 -8.68 5.21  -0.21
C1 -28.29 -10.57 15.14  -0.71
O1 -28.20 -9.55 14.12  -0.40
C2 -26.98 -9.32 13.50  0.86
C3 -25.82 -10.11 13.70  -0.38
C4 -24.75 -9.86 12.89  -0.74
C5 -24.79 -8.97 11.79  0.06
C6 -25.93 -8.11 11.72  -0.58
C7 -27.03 -8.34 12.46  -0.56
C8 -23.81 -8.97 10.75  0.15
N1 -23.64 -7.96 9.89  -0.77
C9 -22.65 -8.31 9.06  0.64
C10 -22.01 -9.53 9.50  -0.02
N2 -22.81 -9.93 10.53  -0.08
C11 -20.74 -9.94 9.00  0.74
C12 -19.99 -11.03 9.48  -0.62
C13 -18.69 -11.20 9.01  -1.29
C14 -18.32 -10.48 7.87  -0.09
N3 -19.10 -9.52 7.31  0.13
C15 -20.25 -9.18 7.89  -0.13
C16 -20.95 -8.06 7.33  -0.19
N4 -20.52 -7.42 6.19  0.49
C17 -21.14 -6.33 5.67  -0.29
C18 -22.30 -5.92 6.26  -0.71
C19 -22.87 -6.54 7.37  -0.65
C20 -22.19 -7.63 7.90  0.65
H1 -29.34 -10.77 15.30  0.23
H2 -27.90 -10.25 16.11  0.30
H3 -27.79 -11.52 14.74  0.29
H4 -25.64 -10.81 14.53  0.33
H5 -23.88 -10.45 13.13  0.29
H6 -25.88 -7.32 10.98  0.50
H7 -27.95 -7.83 12.33  0.44
H8 -22.62 -10.77 11.06  0.24
H9 -20.50 -11.70 10.16  0.36
H10 -18.00 -11.92 9.48  0.40
H11 -17.39 -10.77 7.36  0.05
H12 -20.66 -5.93 4.73  0.15
H13 -22.84 -5.11 5.74  0.33
H14 -23.85 -6.34 7.76  0.54
C21 -21.06 -13.61 5.46  -1.30
Si1 -19.59 -12.88 4.51  0.84
C22 -17.95 -13.20 5.32  -0.86
C23 -19.70 -13.70 2.79  -1.38
Si2 -19.97 -10.60 4.05  -0.05
Si3 -16.83 -6.29 0.48  0.70
C24 -15.89 -7.21 -0.86  -1.14
C25 -15.49 -5.67 1.65  -0.82
C26 -18.00 -5.07 -0.42  -1.03
Si4 -22.20 -10.17 3.32  1.10
C27 -22.59 -8.47 2.61  -1.02
C28 -22.63 -11.38 1.86  -1.12
C29 -23.46 -10.56 4.74  -1.19
H15 -21.98 -13.71 4.92  0.34
H16 -21.25 -13.09 6.37  0.29
H17 -20.73 -14.59 5.69  0.47
H18 -17.89 -14.26 5.62  0.49
H19 -17.81 -12.57 6.19  0.18
H20 -17.16 -13.02 4.57  0.14
H21 -19.42 -14.80 2.78  0.35
H22 -19.11 -13.23 2.02  0.36
H23 -20.71 -13.73 2.47  0.31
H24 -16.53 -7.85 -1.48  0.32
H25 -15.04 -7.85 -0.55  0.29
H26 -15.53 -6.41 -1.58  0.28
H27 -14.99 -6.49 2.16  0.08
H28 -15.91 -5.03 2.43  0.26
H29 -14.70 -5.13 1.03  0.36
H30 -19.04 -5.36 -0.20  0.25
H31 -17.73 -5.14 -1.53  0.30
H32 -17.85 -4.05 0.00  0.30
H33 -22.02 -8.25 1.70  0.26
H34 -22.43 -7.68 3.39  0.11
H35 -23.66 -8.46 2.41  0.46
H36 -22.08 -12.35 1.89  0.08
H37 -22.31 -10.89 0.97  0.33
H38 -23.68 -11.57 1.87  0.39
H39 -23.00 -10.65 5.70  0.16
H40 -24.06 -11.46 4.59  0.42
H41 -24.14 -9.70 4.72  0.39
C30 -16.25 -5.36 6.08  -0.75
P1 -16.22 -5.26 7.90  0.26
C31 -15.70 -3.53 8.06  -1.17
C32 -14.67 -6.12 8.23  -0.98
H42 -15.36 -4.88 5.68  0.61
H43 -17.15 -4.86 5.74  0.27
H44 -16.32 -6.41 5.72  -0.11
H45 -14.83 -3.34 7.43  0.29
H46 -15.44 -3.24 9.08  0.39
H47 -16.54 -2.88 7.73  0.33
H48 -13.93 -5.77 7.46  0.24
H49 -14.78 -7.26 8.25  0.20
H50 -14.35 -5.87 9.25  0.41
O2 -18.33 -5.11 2.77  -0.68
S1 -18.82 -6.49 2.60  0.61
O3 -18.42 -7.26 3.90  -0.35
O4 -17.93 -7.25 1.39  -0.08
O5 -20.22 -6.67 2.31  -0.61
Cl1 -14.52 -8.42 4.40  -0.13
C33 -15.28 -10.04 4.81  0.99
Cl2 -14.62 -11.23 3.60  -0.16
Cl3 -15.00 -10.61 6.43  -0.13
C34 -16.83 -9.93 4.66  -0.36
O6 -17.51 -10.60 3.85  -0.32
O7 -17.27 -9.00 5.42  -0.25


no.,E_tot (eV)
1,-159680.1562
2,-69717.1100
3,-89354.4777
4,-197946.3599